Below is a cluster of 7 separate species, C7H25Br6N3O3 in total at a distorted geometry, with properties calculated with ωB97M-V/def2-TZVPD.

Computed properties:
E (eV): -438519.02545
Relative energy (zero: lowest compared OMol25 entry of this formula, charge and spin) (kJ/mol): 0.0
Net charge: +2
M (g mol⁻¹): 678.7
Spin multiplicity: 1
Largest force on an atom (eV/Å): 1.7

The geometry in XYZ format:
```
44
Properties=species:S:1:pos:R:3:forces:R:3:lowdin_charge:R:1
N -3.25797 1.03521 -1.62787 0.9 -0.4 0.4 0.287
H -3.01751 1.71705 -0.90582 -0.5 0.0 0.1 0.153
H -2.47980 0.31633 -1.56974 -0.2 -0.1 -0.3 0.081
H -3.22298 1.48730 -2.53668 -0.3 0.0 -0.1 0.141
H -4.15322 0.58002 -1.43648 0.0 0.1 0.1 0.100
N 0.16649 0.23691 -4.31874 -1.2 -0.3 -0.5 0.304
H 0.89260 -0.15683 -4.92030 0.4 0.2 0.4 0.163
H -0.20519 1.10262 -4.71357 0.5 0.1 -0.1 0.147
H 0.34071 0.34656 -3.29067 0.3 -0.3 -0.3 0.099
H -0.62846 -0.41221 -4.39338 0.2 -0.1 0.4 0.151
N 1.98020 3.15611 -1.99509 -0.5 1.0 0.0 0.289
H 1.54251 2.23868 -1.70439 0.0 -0.4 0.1 0.053
H 1.43539 3.60936 -2.73222 0.2 -0.3 -0.2 0.144
H 2.94969 3.07591 -2.30118 0.0 -0.1 0.2 0.157
H 1.89154 3.82153 -1.21935 0.4 -0.4 0.3 0.119
O -0.16831 -0.41469 0.21784 0.4 0.3 -1.0 0.066
C -0.05586 -0.01430 -1.07577 0.1 0.9 1.0 -0.734
O 0.87291 0.85341 -1.25538 -0.8 -0.8 -1.3 -0.121
O -0.89917 -0.42286 -1.91168 0.3 0.6 0.3 -0.059
H 0.62984 0.00911 0.58583 -0.2 -0.3 0.6 0.079
Br -4.14701 -1.65774 0.44306 -0.1 -0.1 0.1 0.639
C -2.66364 -2.49470 1.44300 0.2 0.7 -0.2 -0.700
C -2.88870 -2.39595 2.92619 -0.8 -0.8 -0.1 -0.669
Br -1.37765 -3.28096 3.77189 0.0 0.3 0.1 0.700
H -1.80895 -1.91596 1.11263 0.1 -0.1 0.0 0.006
H -2.59750 -3.51231 1.07923 -0.1 0.0 0.0 0.016
H -3.75392 -3.00224 3.19144 0.0 0.0 0.1 0.062
H -3.07416 -1.40043 3.31322 0.5 0.1 0.0 0.066
Br 3.08134 2.71735 4.72157 -0.1 0.2 -0.1 0.650
C 2.95046 4.18221 3.45471 0.3 0.3 0.6 -0.703
C 2.99964 3.69745 2.03684 -0.1 0.2 0.1 -0.666
Br 1.45905 2.55572 1.61118 0.1 0.2 -0.2 0.655
H 3.80718 4.82947 3.64919 0.1 -0.2 -0.1 0.071
H 2.08604 4.79046 3.70634 -0.3 -0.3 -0.2 0.064
H 3.90656 3.13262 1.84667 -0.1 -0.2 0.0 0.063
H 2.93470 4.53909 1.34952 0.0 0.0 0.0 0.051
Br -0.96861 -4.43741 -1.13966 0.1 -0.2 0.1 0.620
C 0.17223 -4.79678 0.41263 -0.2 0.5 0.0 -0.646
C 0.94807 -3.56071 0.80278 0.0 -0.1 -0.4 -0.679
Br 2.16237 -3.02759 -0.64319 0.0 0.1 0.2 0.615
H 0.82459 -5.62739 0.17148 -0.1 -0.1 -0.1 0.063
H -0.52684 -5.04879 1.20565 0.1 -0.2 0.1 0.037
H 1.56150 -3.74156 1.68081 0.0 0.0 0.0 0.069
H 0.29983 -2.70906 0.95745 0.0 0.0 0.1 -0.004
```
Positions in Å, forces in eV/Å.